This record from the OMol25 dataset describes 2 unconnected molecules or ions with the total composition C9H16N3 in a non-equilibrium geometry. The level of theory is ωB97M-V/def2-TZVPD.

Atoms and positions in Å:
C1 -1.8189 -1.0026 -0.5228
C2 -2.0283 -1.6732 0.6561
C3 -0.3546 -0.2485 0.9298
C4 1.0919 0.2573 2.9523
C5 1.9677 -0.5134 1.9557
C6 0.8110 0.3919 1.4419
C7 -3.0755 -2.6464 1.0730
C8 1.7677 2.4140 -3.6898
C9 0.9088 2.2308 -2.4753
N1 -1.0863 -1.1494 1.5267
N2 -0.7916 -0.1006 -0.3018
N3 0.4997 1.1220 -2.1382
H1 -2.5371 -0.9437 -1.3099
H2 0.2136 -0.1234 3.6287
H3 1.6002 0.9664 3.4789
H4 2.9357 -0.1000 1.7114
H5 1.9062 -1.5557 1.9179
H6 1.0763 1.1468 0.7198
H7 -3.5903 -2.8093 0.1367
H8 -2.5515 -3.4804 1.4444
H9 -3.5946 -2.0733 1.7912
H10 1.3734 3.1936 -4.4979
H11 1.7853 1.3715 -4.0273
H12 2.7900 2.6990 -3.5058
H13 -0.5695 -1.4841 2.3574
H14 0.6892 3.0899 -1.7030
H15 -0.2754 0.7799 -1.0514
H16 0.8570 0.2410 -2.4987

For the orbital gap, the calculation gives 9.6345 eV. For the energy above the lowest of the compared OMol25 structures with the same formula, charge and spin, the calculation gives 351.0 kJ/mol. The value obtained for the lowest unoccupied orbital energy is -2.530 eV. As for the charge: +1. The calculation puts the energy at -516.49209 Eh.

Atomic partial charges in e from the natural (NBO) method, atoms 1 to 2: atom 1 (C): -0.093, atom 2 (C): 0.162



This record from the OMol25 dataset describes a molecular structure, C27H31N9O3ReS. The level of theory is ωB97M-V/def2-TZVPD.

Atoms and positions in Å:
Re1 1.0281 0.4763 0.2435
N1 -0.0189 3.2003 3.4678
C1 0.7054 2.4688 2.6493
N2 0.3306 2.1460 1.4280
C2 -0.9167 2.5823 0.9677
N3 -1.2712 2.3145 -0.2505
N4 -0.2226 1.6639 -0.8775
C3 0.0783 1.9796 -2.0857
C4 1.4321 1.6421 -2.4787
C5 1.9497 1.8628 -3.7431
C6 3.3088 1.6800 -3.9447
C7 4.0952 1.2897 -2.8725
C8 3.5057 1.0542 -1.6429
N5 2.1951 1.2232 -1.4330
C9 -1.7739 3.3386 1.8563
C10 -3.0552 3.7637 1.4837
C11 -3.8221 4.4710 2.3797
C12 -3.3282 4.7677 3.6561
C13 -2.0684 4.3629 4.0389
C14 -1.2992 3.6490 3.1279
H1 0.3202 3.3646 4.4064
H2 1.6612 2.1149 3.0121
H3 -0.5755 2.6163 -2.6714
H4 1.2977 2.1909 -4.5410
H5 3.7483 1.8596 -4.9161
H6 5.1634 1.1654 -2.9782
H7 4.0895 0.7361 -0.7915
H8 -3.4215 3.5291 0.4945
H9 -4.8113 4.8033 2.0985
H10 -3.9433 5.3181 4.3543
H11 -1.6872 4.5825 5.0273
C15 4.1119 -3.7402 -0.5539
C16 2.6478 -3.3455 -0.4177
S1 2.2560 -2.0065 -1.5603
O1 1.0823 -1.2504 -0.8599
C17 1.4123 -2.8423 -2.9016
C18 0.1275 -3.5558 -2.5162
H12 4.3207 -4.5746 0.1130
H13 4.7748 -2.9179 -0.2868
H14 4.3538 -4.0626 -1.5670
H15 2.4149 -2.9300 0.5637
H16 1.9717 -4.1762 -0.6115
H17 2.1776 -3.5003 -3.3238
H18 1.2278 -2.0477 -3.6270
H19 0.3103 -4.5064 -2.0192
H20 -0.4340 -3.7644 -3.4257
H21 -0.4898 -2.9224 -1.8808
N6 -0.1093 -0.3880 1.5417
C19 -0.5882 -0.7726 2.5519
C20 -1.1268 -1.0930 3.7394
C21 -1.2319 -2.4470 4.1721
N7 -1.3109 -3.5484 4.4876
C22 -1.5069 0.0158 4.5561
N8 -1.7508 0.9773 5.1377
C23 -2.2749 -0.5128 -3.1254
C24 -2.9324 -0.4783 -1.7596
O2 -2.1393 -1.2401 -0.8537
C25 -2.8900 -2.0171 0.0785
C26 -2.0889 -3.2399 0.4832
H22 -2.7503 0.1964 -3.8041
H23 -2.3496 -1.5067 -3.5664
H24 -1.2133 -0.2659 -3.0433
H25 -3.9396 -0.8980 -1.8222
H26 -3.0297 0.5485 -1.3917
H27 -3.8250 -2.3324 -0.3922
H28 -3.1609 -1.4000 0.9448
H29 -2.1964 -4.0390 -0.2496
H30 -2.4263 -3.6284 1.4425
H31 -1.0285 -2.9942 0.5609
O3 4.5917 0.4806 2.5752
C27 3.6471 0.3453 1.9192
N9 2.6713 0.1638 1.2273

For the orbital gap (spin up / spin down), the calculation gives 5.8127 / 6.2939 eV. For the energy above the lowest of the compared OMol25 structures with the same formula, charge and spin, the calculation gives 0.0 kJ/mol. The value obtained for the lowest unoccupied orbital energy (spin up / spin down) is -8.078 / -7.665 eV. As for the multiplicity: 2. As for the charge: +2. The expectation value of S² is 0.794. The calculation puts the energy at -2241.90248 Eh.

Atomic partial charges in e from the Mulliken method, atoms 1 to 2: atom 1 (Re): 2.041, atom 2 (N): 0.278



This record from the OMol25 dataset describes 2 unconnected molecules or ions with the total composition C4H12O in a non-equilibrium geometry. The level of theory is ωB97M-V/def2-TZVPD.

Atoms and positions in Å:
C1 -1.0762 -2.0914 -1.8686
C2 -0.2017 -0.8441 -1.7185
O1 -0.9300 0.4123 -1.7925
H1 -0.5878 -2.9575 -2.3148
H2 -1.7659 -1.7999 -2.6654
H3 -1.5659 -2.2486 -0.9191
H4 0.1286 -0.7887 -0.6772
H5 0.4888 -0.6871 -2.5439
H6 -1.8974 0.3246 -1.8525
C3 1.4610 0.6166 2.8101
C4 0.8043 1.9370 2.3791
H7 0.8367 -0.0597 3.3911
H8 1.7966 -0.0458 2.0116
H9 2.3357 0.7702 3.4418
H10 1.2623 2.7294 2.9759
H11 -0.2598 1.8922 2.6008
H12 0.9902 2.0845 1.3172

For the orbital gap, the calculation gives 11.1809 eV. For the energy above the lowest of the compared OMol25 structures with the same formula, charge and spin, the calculation gives 102.9 kJ/mol. The value obtained for the lowest unoccupied orbital energy is 0.991 eV. The calculation puts the energy at -234.79343 Eh.

Atomic partial charges in e from the natural (NBO) method, atoms 1 to 2: atom 1 (C): -0.649, atom 2 (C): -0.067



This record from the OMol25 dataset describes a molecular structure, C36H37BrF3GeIN3O7SeTi. The level of theory is ωB97M-V/def2-TZVPD.

Atoms and positions in Å:
Ti1 0.3719 -0.4964 1.6991
C1 2.7788 -3.2049 -0.9593
C2 3.4659 -1.8924 -0.7845
N1 4.6960 -1.7498 -1.1032
C3 5.2732 -0.4908 -0.8983
C4 4.7775 0.4351 -0.0612
C5 5.4770 1.7496 0.0924
O1 4.8502 2.7806 -0.6670
C6 3.4862 0.1529 0.5686
C7 3.1792 0.5626 1.8129
N2 2.0674 0.2646 2.5793
C8 2.1071 0.6840 3.9029
C9 2.5023 1.9759 4.2769
C10 2.5067 2.3767 5.6015
C11 2.1101 1.5026 6.6054
C12 1.7201 0.2153 6.2622
C13 1.7311 -0.1870 4.9373
I1 1.2025 -2.1332 4.4100
C14 2.6045 -0.7261 -0.2857
O2 1.5496 -1.2424 0.5044
H1 3.4913 -3.9463 -1.3160
H2 1.9704 -3.0901 -1.6895
H3 2.3085 -3.5240 -0.0283
H4 6.2069 -0.3203 -1.4231
H5 6.5236 1.6400 -0.2150
H6 5.4719 2.0889 1.1326
H7 4.3231 2.3567 -1.3582
H8 3.9230 1.1775 2.3151
H9 2.7625 2.6814 3.4975
H10 2.7992 3.3909 5.8464
H11 2.1001 1.8146 7.6420
H12 1.4124 -0.4846 7.0285
O3 0.2382 -3.8811 1.7688
C15 -0.7170 -3.2643 1.3380
O4 -0.9089 -1.9821 1.3887
H13 -1.5620 -3.7963 0.8620
F1 2.8589 5.0045 -7.1229
C16 2.7275 3.6670 -7.3132
F2 3.8053 3.2955 -8.0910
F3 1.6633 3.5282 -8.1825
C17 2.5998 2.9092 -6.0731
C18 2.5231 3.5370 -4.8070
C19 2.4022 2.8033 -3.6601
C20 2.3561 1.3676 -3.6888
C21 2.4019 0.7508 -4.9828
C22 2.5159 1.4924 -6.1218
C23 2.2604 0.6221 -2.5183
C24 2.0954 -0.0029 -1.4709
H14 2.5502 4.6178 -4.7422
H15 2.3213 3.3066 -2.7030
H16 2.3409 -0.3295 -5.0438
H17 2.5438 0.9904 -7.0832
Br1 -1.7477 -2.9795 -2.8003
C25 -1.9851 -1.1247 -2.4892
C26 -2.9499 -0.4299 -3.1984
N3 -3.1683 0.8692 -3.0211
C27 -2.4180 1.4993 -2.1183
C28 -1.4439 0.8744 -1.3500
C29 -1.2067 -0.4772 -1.5498
C30 -0.7172 1.6675 -0.2955
O5 -0.7951 2.8778 -0.2645
O6 -0.0423 0.9566 0.5648
H18 -3.5610 -0.9434 -3.9325
H19 -2.5938 2.5583 -1.9755
H20 -0.4311 -0.9998 -1.0105
C31 -7.6234 -3.0438 0.7710
Ge1 -5.7307 -2.5700 1.0696
C32 -4.9781 -1.9141 -0.6125
C33 -4.7427 -4.1574 1.6434
C34 -5.6436 -1.2541 2.5264
Se1 -3.8104 -0.6914 2.9129
C35 -3.6253 0.5966 1.4759
H21 -7.7125 -3.8047 -0.0063
H22 -8.1949 -2.1684 0.4579
H23 -8.0720 -3.4350 1.6859
H24 -5.2234 -2.6209 -1.4079
H25 -3.8912 -1.8409 -0.5564
H26 -5.3774 -0.9370 -0.8861
H27 -4.5578 -4.8223 0.7987
H28 -5.2914 -4.7090 2.4087
H29 -3.7830 -3.8481 2.0573
H30 -6.0099 -1.7403 3.4338
H31 -6.2764 -0.3825 2.3503
H32 -3.7110 0.1219 0.5022
H33 -2.6225 1.0047 1.5812
H34 -4.3594 1.3933 1.5802
C36 -0.8963 1.5363 3.6107
O7 -0.6896 0.2695 3.0664
H35 -0.4150 1.6291 4.5921
H36 -1.9693 1.7203 3.7511
H37 -0.4993 2.3221 2.9557

For the orbital gap (spin up / spin down), the calculation gives 3.0968 / 6.0995 eV. For the energy above the lowest of the compared OMol25 structures with the same formula, charge and spin, the calculation gives 308.1 kJ/mol. The value obtained for the lowest unoccupied orbital energy (spin up / spin down) is 3.540 / 3.539 eV. As for the multiplicity: 2. As for the charge: -2. The expectation value of S² is 0.771. The calculation puts the energy at -10584.26425 Eh.

Atomic partial charges in e from the Mulliken method, atoms 1 to 2: atom 1 (Ti): 0.088, atom 2 (C): -1.219



Which of these has the highest energy? C4H12O